No. 1
C24H52InN2O4 as an isolated structure, computed with ωB97M-V/def2-TZVPD.

Results
Orbital gap (alpha / beta) (eV): 6.8 / 6.8
Energy relative to the best compared isomer or geometry (same formula, charge and spin) (kcal per mole): 0.00
Multiplicity: 3
Charge: -1
Expectation value of S²: 2.01

```
83
C24H52InN2O4 ωB97M-V/def2-TZVPD
C -0.12 2.26 -4.08
C -0.48 0.77 -4.20
C -0.86 0.07 -2.88
O -1.83 -0.91 -3.07
In -3.75 -0.58 -2.31
C -4.95 0.46 -3.89
C -5.13 1.98 -3.87
C -4.16 2.78 -3.03
O -5.03 2.55 -5.20
H 0.72 2.53 -4.71
H -0.96 2.90 -4.35
H 0.15 2.50 -3.05
H 0.35 0.24 -4.67
H -1.34 0.64 -4.86
H 0.06 -0.38 -2.47
H -1.15 0.85 -2.16
H -3.58 0.43 -0.87
H -4.42 -2.17 -1.97
H -4.51 0.19 -4.85
H -5.93 -0.02 -3.86
H -6.15 2.19 -3.51
H -3.15 2.38 -3.12
H -4.16 3.82 -3.37
H -4.44 2.76 -1.98
H -5.45 1.93 -5.79
C 0.25 -2.87 3.10
C -0.09 -4.28 2.59
C 1.11 -4.93 1.89
C 1.41 -4.34 0.52
C 0.18 -4.35 -0.38
C -1.03 -3.66 0.25
N -1.23 -4.28 1.61
O -1.91 -5.36 1.61
C -0.80 -2.15 0.31
C -2.29 -3.91 -0.56
C -0.51 -5.14 3.78
H 0.40 -2.89 4.18
H 1.15 -2.46 2.65
H -0.56 -2.17 2.91
H 0.89 -6.00 1.76
H 1.97 -4.86 2.55
H 1.79 -3.31 0.62
H 2.21 -4.91 0.05
H 0.38 -3.86 -1.33
H -0.09 -5.39 -0.60
H -1.60 -1.65 0.86
H -0.81 -1.75 -0.70
H 0.15 -1.87 0.77
H -2.48 -4.96 -0.73
H -2.17 -3.41 -1.52
H -3.16 -3.47 -0.07
H -1.40 -4.73 4.25
H 0.30 -5.13 4.50
H -0.71 -6.16 3.48
C 1.14 2.80 3.15
C 1.99 1.91 2.21
C 3.37 1.62 2.81
C 4.31 2.82 2.82
C 4.44 3.43 1.43
C 3.09 3.79 0.81
N 2.22 2.56 0.88
O 2.42 1.74 -0.08
C 2.46 5.00 1.52
C 3.26 4.14 -0.66
C 1.25 0.61 1.98
H 0.39 2.18 3.64
H 1.73 3.29 3.92
H 0.60 3.56 2.59
H 3.83 0.82 2.22
H 3.22 1.23 3.82
H 3.95 3.58 3.54
H 5.29 2.51 3.18
H 5.05 4.33 1.45
H 4.94 2.71 0.77
H 1.45 5.17 1.16
H 3.06 5.88 1.28
H 2.43 4.90 2.60
H 3.76 3.35 -1.21
H 3.85 5.06 -0.73
H 2.29 4.31 -1.13
H 0.27 0.77 1.52
H 1.10 0.14 2.96
H 1.81 -0.08 1.36
```


No. 2
One molecule with the formula C22H22FN3O5S, computed with ωB97M-V/def2-TZVPD.

Results
Orbital gap (eV): 8.8
Energy relative to the best compared isomer or geometry (same formula, charge and spin) (kcal per mole): 8.21
Charge: 0
Structure (SMILES): O=C(CN(Cc1ccccc1)C(=O)CNS(=O)(=O)c1ccc(F)cc1)NCc1ccco1

```
54
C22H22FN3O5S ωB97M-V/def2-TZVPD
O -3.27 -3.29 -0.45
C -2.46 -2.40 -0.29
N -2.53 -1.19 -0.86
H -1.87 -0.46 -0.65
C -3.70 -0.78 -1.62
C -4.56 0.15 -0.82
C -4.27 1.31 -0.17
C -5.48 1.73 0.45
C -6.41 0.79 0.12
O -5.86 -0.18 -0.64
H -7.45 0.69 0.36
H -5.63 2.61 1.04
H -3.32 1.81 -0.13
H -3.36 -0.29 -2.54
H -4.27 -1.68 -1.86
C -1.23 -2.64 0.62
N -0.06 -1.87 0.31
C 0.32 -0.75 0.94
O 1.38 -0.18 0.69
C -0.61 -0.12 1.98
N -0.33 1.30 2.05
S -0.33 2.05 0.54
O -0.93 3.34 0.73
O -0.99 1.16 -0.38
C 1.36 2.33 0.02
C 1.77 1.83 -1.20
C 3.08 2.04 -1.61
C 3.93 2.74 -0.77
C 3.51 3.26 0.44
C 2.21 3.05 0.84
H 1.84 3.45 1.77
H 4.21 3.81 1.05
F 5.20 2.94 -1.16
H 3.45 1.66 -2.55
H 1.07 1.29 -1.81
H 0.54 1.49 2.52
H -1.66 -0.22 1.69
H -0.46 -0.57 2.97
C 0.77 -2.31 -0.81
C 2.16 -2.70 -0.36
C 2.33 -3.65 0.64
C 3.60 -4.00 1.06
C 4.71 -3.41 0.49
C 4.55 -2.46 -0.51
C 3.28 -2.11 -0.93
H 3.15 -1.36 -1.70
H 5.41 -1.99 -0.96
H 5.70 -3.68 0.82
H 3.72 -4.74 1.84
H 1.46 -4.11 1.10
H 0.84 -1.49 -1.53
H 0.27 -3.15 -1.28
H -1.55 -2.46 1.65
H -0.99 -3.71 0.55
```